Entry 1:
The following is a DFT calculation (the ωB97M-V functional and the def2-TZVPD basis) of a cluster of 2 separate species, C9H14 in total.

## Properties
- HOMO (alpha / beta): -0.5209 / -0.5207 Ha
- Total charge: +1
- ⟨S²⟩: 0.769
- Multiplicity: 2
- LUMO (alpha / beta): -4.378 / -8.407 eV
- Energy: -9548.405 eV
- Energy relative to the best compared isomer or geometry (same formula, charge and spin): 70.01 kcal per mole

Each line ends with the Löwdin spin population.
Cartesian coordinates (Å):
C (0.1489, 0.7230, 0.2795)  0.072
C (-3.6265, -0.6063, -0.9490)  0.264
C (-3.5079, 0.7539, -0.4803)  0.016
C (-2.5938, -1.4830, -1.1352)  0.061
C (-2.1279, 1.1111, -0.2129)  0.119
C (-1.2839, -1.1272, -0.8168)  0.116
C (-1.0425, 0.1875, -0.3570)  0.274
H (-4.5547, -0.6722, -1.1848)  0.017
H (-4.0972, 1.5579, -0.2089)  -0.003
H (-2.7813, -2.4914, -1.5854)  -0.001
H (-1.7925, 2.1427, 0.2396)  0.001
H (-0.3714, -1.7153, -1.0753)  0.002
H (0.4786, -0.2211, 0.8175)  0.015
H (-0.0192, 1.5755, 0.9424)  0.006
H (1.0241, 1.1399, -0.3906)  0.037
C (3.6235, -0.5601, 0.2906)  0.000
C (2.8687, 0.2340, 1.3559)  0.002
H (3.9711, 0.2012, -0.5009)  0.000
H (4.6202, -0.9322, 0.4804)  0.000
H (2.9360, -1.3122, -0.2457)  0.000
H (1.9728, 0.7059, 0.8529)  0.002
H (3.5577, 1.0289, 1.6123)  0.000
H (2.5970, -0.2404, 2.2717)  0.001


Entry 2:
The following is a DFT calculation (the ωB97M-V functional and the def2-TZVPD basis) of a cluster of 2 separate species, C9H14 in total.

## Properties
- HOMO (alpha / beta): -0.5432 / -0.5428 Ha
- Total charge: +1
- ⟨S²⟩: 0.769
- Multiplicity: 2
- LUMO (alpha / beta): -4.703 / -8.393 eV
- Energy: -9550.559 eV
- Energy relative to the best compared isomer or geometry (same formula, charge and spin): 20.35 kcal per mole

Each line ends with the Löwdin spin population.
Cartesian coordinates (Å):
C (1.8043, -1.6926, 1.7481)  0.001
C (1.4302, -2.8732, 0.8221)  0.001
H (2.5075, -0.9815, 1.3202)  0.000
H (0.8760, -1.1110, 1.8941)  0.000
H (1.9665, -1.9454, 2.7670)  0.000
H (0.7901, -2.4588, 0.0525)  0.000
H (2.2871, -3.4630, 0.5218)  0.000
H (0.8038, -3.4858, 1.4568)  0.000
C (0.3884, 2.1313, 0.9006)  0.042
C (-1.2018, 0.3616, 0.0796)  0.330
C (-0.3449, 1.4971, -0.2214)  0.168
C (-1.9180, -0.1888, -1.0184)  0.023
C (-1.9946, 0.2970, -2.2855)  0.166
C (-0.4854, 2.0820, -1.4494)  0.003
C (-1.3480, 1.5593, -2.4312)  0.217
H (-1.1888, -0.1438, 1.0312)  0.012
H (-2.4402, -1.1014, -0.7729)  -0.003
H (0.9756, 2.9950, 0.6370)  0.000
H (1.0480, 1.3134, 1.2380)  0.017
H (-2.5074, -0.2792, -3.0391)  0.006
H (0.0756, 2.9594, -1.7393)  -0.003
H (-1.3424, 2.1841, -3.3173)  0.008
H (-0.1819, 2.3442, 1.8056)  0.013


Entry 3:
The following is a DFT calculation (the ωB97M-V functional and the def2-TZVPD basis) of the molecule C9H14BNO4.

## Properties
- HOMO (alpha / beta): -0.1768 / -0.3479 Ha
- ⟨S²⟩: 2.010
- Multiplicity: 3
- LUMO (alpha / beta): 0.468 / -2.226 eV
- Energy: -19915.298 eV

Each line ends with the Löwdin spin population.
Cartesian coordinates (Å):
B (3.4600, -1.0693, -0.1664)  0.023
C (2.5360, 2.6592, -0.2462)  0.146
C (1.2034, 2.2600, -0.0315)  0.282
C (3.3222, 1.5181, -0.0117)  0.406
C (0.1682, -0.0942, 0.2469)  0.206
C (1.2204, 0.8860, 0.1912)  0.448
C (-2.3327, -1.0114, 1.3964)  0.001
C (-3.3956, 0.7733, -0.1402)  0.000
C (-2.3259, -1.2260, -1.2426)  0.002
C (-2.2680, -0.3385, 0.0360)  0.002
N (2.5731, 0.4518, 0.2244)  0.182
O (0.3899, -1.2904, 0.2892)  0.178
O (4.8342, -0.9402, -0.4499)  0.002
O (2.7585, -2.1450, 0.0141)  0.013
O (-1.0365, 0.4602, 0.2134)  0.077
H (2.8578, 3.6912, -0.3217)  0.000
H (0.2463, 2.8167, -0.0921)  0.014
H (4.4650, 1.4267, -0.0698)  0.016
H (-1.5508, -1.8012, 1.3443)  0.000
H (-2.2629, -0.3685, 2.2849)  0.000
H (-3.2456, -1.6812, 1.5091)  0.001
H (-3.1514, 1.8204, -0.4067)  0.000
H (-3.9488, 0.8068, 0.8371)  0.000
H (-4.1757, 0.4519, -0.8437)  0.000
H (-3.1810, -1.9084, -1.1060)  0.000
H (-2.7789, -0.6709, -2.1397)  0.000
H (-1.4791, -1.7879, -1.5630)  0.000
H (5.2792, -1.7992, -0.1088)  0.000
H (1.8186, -1.8901, 0.3528)  0.000


Entry 4:
The following is a DFT calculation (the ωB97M-V functional and the def2-TZVPD basis) of a structure of composition C9H14BrN2O2.

## Properties
- HOMO: -0.4716 Ha
- Total charge: +1
- Multiplicity: 1
- LUMO: -3.825 eV
- Energy: -86667.155 eV
- Energy relative to the best compared isomer or geometry (same formula, charge and spin): 25.42 kcal per mole

Each line ends with the Mulliken charge.
Cartesian coordinates (Å):
C (1.3460, 0.2847, -0.8939)  -0.411
C (-2.2194, -0.8591, 0.6617)  0.031
C (0.3451, -0.1766, -0.1364)  0.851
C (-0.1977, -1.5249, -0.3928)  0.421
C (-4.7540, 0.2427, 0.6395)  0.585
C (0.5665, -2.6008, -0.9760)  -1.516
C (3.4086, 1.7398, -0.6790)  -1.401
C (0.3804, 0.5710, 2.0283)  -0.666
C (1.8366, 1.6503, -0.7387)  -0.251
N (-1.3079, -1.6614, 0.2089)  -0.365
N (-3.1006, -0.3913, -0.1465)  -0.373
O (-4.7522, 0.2481, 1.7922)  -0.265
O (-0.3403, 0.6083, 0.7673)  -0.476
Br (-5.8688, 0.8177, -0.6391)  0.094
H (1.9110, -0.3758, -1.6368)  0.280
H (-2.4060, -0.8475, 1.6712)  0.415
H (1.6175, -2.7141, -0.7132)  0.352
H (0.6181, -2.2157, -2.0379)  0.374
H (0.0909, -3.5720, -0.9607)  0.347
H (3.9311, 1.4575, 0.2215)  0.334
H (3.6422, 2.6773, -0.9338)  0.433
H (3.7818, 1.0379, -1.3528)  0.399
H (0.3129, -0.3652, 2.5911)  0.303
H (-0.1963, 1.3629, 2.5176)  0.279
H (1.5523, 0.8883, 1.7955)  0.305
H (1.5489, 2.0499, -1.6985)  0.308
H (1.3885, 2.1304, 0.1695)  0.359
H (-3.1353, -0.4621, -1.1282)  0.253